# C33H72F6N7O13PbS3

C33H72F6N7O13PbS3 as an isolated structure (ωB97M-V/def2-TZVPD, OMol25).

```
135
C33H72F6N7O13PbS3 (ωB97M-V/def2-TZVPD)
C -5.567 2.371 -2.646
C 6.505 2.804 4.622
O -3.097 5.369 -1.014
Pb -0.237 2.183 0.723
H -2.882 3.217 -3.387
C 6.817 1.439 5.043
O -0.894 5.189 -2.918
F 2.767 1.583 4.985
C -4.610 -2.763 2.909
H -3.373 -0.866 -5.019
H -2.070 -3.504 0.918
H 1.854 -2.537 -6.026
H -7.144 4.443 -1.903
O -1.704 3.110 2.973
H -4.645 0.157 1.936
H -0.748 -3.924 -2.582
F -0.744 0.220 -0.685
O 2.196 2.944 -0.084
H -0.083 -4.622 -0.404
N 1.625 -2.243 -4.009
H -5.225 0.513 -4.467
H 4.025 -0.964 0.079
F 1.688 0.203 6.209
H 5.604 3.197 5.093
C 5.979 2.795 3.128
H 0.875 -4.395 -4.151
H -0.013 -1.111 -3.194
H -3.519 0.475 -1.039
H 5.140 0.441 3.977
C -4.290 1.009 -4.206
N -0.978 4.171 -0.434
H 2.557 -0.407 -6.010
C 2.541 -2.307 -5.212
H -1.315 -6.876 2.674
H -7.601 3.772 -0.276
H 7.254 3.575 4.803
C 1.597 0.943 5.120
C -2.907 2.427 -2.636
C -7.205 3.559 -1.269
N 2.667 3.454 0.870
N 6.438 1.450 2.570
C -3.285 -0.113 -4.237
H -2.000 1.824 -2.668
H -4.111 1.838 -4.891
H 2.291 -3.958 -3.130
C -2.802 -3.855 1.646
C 7.928 1.472 2.117
C 1.286 -3.675 -3.444
C -5.926 2.843 -1.221
H 2.440 0.601 -4.124
C -2.268 -4.821 2.693
C -1.871 -6.172 2.056
N -4.219 1.562 -2.834
H 7.836 1.946 1.140
C 0.310 -1.432 -4.185
H 5.197 -0.254 -0.991
H -2.443 -1.197 -2.642
H 8.336 0.462 2.091
C 0.569 -4.821 -1.254
H -2.186 -2.463 3.947
H 4.038 0.302 -3.648
F 0.428 3.328 -2.305
H -6.359 1.798 -3.127
H 1.618 -4.712 -0.978
C 3.219 -0.886 -5.289
C -4.841 -0.787 1.428
C 2.546 -1.383 -3.105
H 4.894 2.726 3.057
H 4.271 -0.838 -5.573
H -2.681 -0.986 0.647
H -5.404 -0.412 0.574
H 6.366 3.590 2.491
H 0.390 -5.831 -1.621
O 0.449 0.784 2.601
C 3.135 -0.223 -3.960
H 8.491 2.276 2.593
O 1.835 3.549 1.802
N -2.620 2.333 2.800
H -1.446 -4.457 3.311
H -3.774 -2.094 0.111
H -2.635 -6.649 1.442
N -3.266 -2.561 2.124
H -1.081 -5.990 1.327
S 1.334 -0.081 3.431
S -1.798 5.389 -0.263
C 5.554 0.917 1.418
H 6.686 -0.339 3.802
H 0.582 -0.534 -4.739
C 0.291 -3.734 -2.312
C -5.594 -1.700 2.326
H 5.630 -1.195 1.929
H 7.870 1.183 5.155
H -2.256 0.204 -4.403
H 2.022 -0.915 -2.271
O 0.668 -1.372 3.837
O -3.352 2.083 3.727
H -3.067 -4.932 3.426
H -6.204 -2.241 1.602
H 5.777 1.600 0.598
H 5.373 -1.933 -0.615
H 0.138 -2.731 -1.915
H -2.598 -0.846 3.273
H 3.332 -2.038 -2.728
H -8.046 2.962 -1.622
H -2.958 2.756 -1.598
H -5.109 -0.006 -1.614
C 6.206 0.638 3.856
H -5.362 3.244 -3.266
H -0.225 -2.021 -4.930
O 1.157 5.521 -1.518
H -5.244 3.576 -0.790
H 4.494 0.976 1.668
H -4.062 -1.673 -2.813
H 6.397 1.135 6.003
H -3.640 -4.172 1.024
O 3.765 3.871 1.052
H -6.106 -1.266 3.184
F 0.557 1.798 5.266
C 5.872 -0.560 1.076
O -1.119 6.615 0.146
H 6.924 -0.802 0.921
S -0.054 4.787 -1.784
H -6.014 2.009 -0.525
C -2.249 -1.853 3.046
O 2.679 -0.217 2.783
C -4.110 0.288 -1.936
C -3.430 -0.786 -2.853
H 3.342 -3.044 -5.150
H -4.403 -2.463 3.936
C 5.083 -0.975 -0.181
C -3.568 -1.508 1.007
H -1.260 -1.828 2.588
O -2.682 1.861 1.689
F -2.238 5.000 1.227
H -4.920 -3.804 2.993
```

Values from the calculation:
Gap between HOMO and LUMO ... 0.26242 hartree
Net charge ... +1
M ... 1192.4 u
2S+1 ... 1

Atomic partial charges in e from the Mulliken method, atoms 1 to 2:
1. C -0.93
2. C -0.74

***

# C33H72O11S

A 8-piece molecular cluster, C33H72O11S overall (ωB97M-V/def2-TZVPD, OMol25).

```
117
C33H72O11S (ωB97M-V/def2-TZVPD)
H 4.643 1.073 -1.996
C 4.884 2.974 -0.177
H 2.903 -0.289 0.166
C -2.077 5.105 -0.498
O 6.276 -1.478 0.778
O -3.042 3.886 -5.321
C 6.199 -0.632 3.039
H -0.555 -9.204 2.398
C -3.343 0.385 -1.268
H 0.836 -5.927 2.564
H -4.211 2.262 -4.916
H 6.045 -0.904 4.086
H -2.521 -1.596 2.109
C -0.715 6.874 -3.721
H 1.429 -11.055 6.262
H -2.719 -1.773 -1.462
H 0.639 -7.948 0.585
H 6.825 -2.605 2.409
H 2.855 0.050 -2.966
H -1.028 6.395 -4.651
H -7.352 -0.537 -2.319
C 0.676 -10.309 5.987
H 1.761 -8.612 6.772
H -0.985 6.196 -2.907
H -0.193 -2.547 -1.124
H -1.255 5.707 -0.050
S -0.326 -3.268 2.115
H 1.766 0.857 -1.759
H -0.809 3.286 -0.911
H -8.581 -1.775 -0.522
H 7.728 2.608 3.479
H 8.036 4.147 1.793
H -1.461 -0.627 -2.022
C -2.256 -1.900 1.056
H -3.254 -2.097 0.565
H -3.072 4.672 -5.880
H 5.462 0.123 2.758
H 1.635 -8.026 2.051
O 3.866 1.942 -0.243
C -1.571 -0.746 0.214
C -1.405 8.213 -3.552
C 0.780 -9.085 6.878
H 0.894 0.059 2.015
H 5.986 2.880 3.287
H 5.334 0.482 -0.361
C -4.332 2.743 -7.014
H 6.894 4.267 5.171
C 3.352 -0.383 -0.860
H 8.024 5.043 4.042
H 7.185 -0.170 2.938
O 7.163 3.740 1.857
H -5.093 3.760 -5.262
H 4.594 3.895 -0.752
H 0.333 0.239 -0.200
H -3.038 7.457 -2.810
H 1.434 -2.473 -0.380
C -0.496 -8.115 2.410
H 7.157 -1.094 0.703
H -3.468 2.140 -7.302
O -7.225 1.214 -1.277
H -1.847 0.226 0.719
H -4.335 3.625 -7.659
H 5.155 3.234 0.876
C 0.014 -0.781 0.171
O -1.550 -3.158 0.995
C -2.241 -0.776 -1.237
O 0.864 -9.948 4.623
H 5.804 2.568 -0.682
C 0.634 -1.833 -0.847
C 7.049 4.556 4.129
H -7.168 1.499 -0.357
H 1.741 -9.554 4.544
C 6.968 3.350 3.213
H 1.692 -2.074 -2.740
C -2.725 1.565 -2.137
H -3.693 0.688 -0.251
C -8.522 -0.684 -0.518
H -1.152 8.882 -4.376
H -1.103 8.691 -2.614
O -0.051 -1.692 2.567
C -4.331 3.578 -1.652
C -7.302 -0.204 -1.281
H -3.258 1.541 -3.130
H 6.296 5.297 3.853
H 5.090 -2.294 2.227
H 0.630 -9.350 7.926
H 0.425 -0.812 -2.881
H 0.371 6.991 -3.733
H -6.383 -0.597 -0.834
C -4.529 4.936 -1.163
H -5.135 2.947 -2.102
O -0.791 -3.977 3.315
H 3.845 -1.382 -0.954
C -2.955 3.007 -1.564
H -9.434 -0.280 -0.962
H 1.717 -1.467 1.506
C 6.082 -1.848 2.140
H 0.034 -8.340 6.593
C 4.422 0.789 -0.931
O 0.768 -6.206 1.642
H -5.569 5.342 -1.242
C 1.201 -1.220 -2.181
H -3.621 6.730 -0.259
C -4.234 3.146 -5.554
C -3.410 5.696 -0.611
H -1.418 -7.707 1.988
C -1.831 3.735 -0.984
H -4.234 -0.022 -1.825
C 2.302 -0.105 -1.997
H -8.490 -0.338 0.518
H -0.310 -10.765 6.079
C 0.706 -7.628 1.626
H -1.612 1.456 -2.278
H -0.443 -7.778 3.447
C 0.717 -0.966 1.580
H -5.241 2.168 -7.201
O -2.818 8.042 -3.546
```

Values from the calculation:
Gap between HOMO and LUMO ... 0.34157 hartree
M ... 677.0 u
2S+1 ... 1

Atomic partial charges in e from the Mulliken method, atoms 1 to 2:
1. H 0.28
2. C -0.64

***

# C33H73FN7O14P2S

A 6-piece molecular cluster, C33H73FN7O14P2S overall (ωB97M-V/def2-TZVPD, OMol25).

```
131
C33H73FN7O14P2S (ωB97M-V/def2-TZVPD)
H 1.397 -0.929 -4.221
H -1.236 2.791 -0.886
N -1.859 0.317 6.911
H 3.587 -0.376 0.799
H 0.913 8.208 1.171
O 3.833 -2.649 -3.666
N -0.591 -5.316 6.327
N 1.436 -0.156 -0.954
H 4.793 -2.733 -3.720
H 2.466 -0.327 -0.910
P 3.539 -1.169 -3.151
H -0.576 -6.147 0.519
H -1.647 -6.999 5.661
C -2.426 0.025 8.097
C 1.450 7.614 1.912
C 1.415 6.292 -7.626
H 3.469 1.462 -1.696
H -0.013 -3.188 1.535
C 2.400 1.465 0.752
H -6.635 -0.568 -3.426
H -2.454 1.556 5.330
H -2.072 -8.559 -1.856
H -3.615 1.167 -2.476
C 0.070 8.133 -6.726
H -2.164 -5.040 -1.205
C 3.243 0.408 1.462
H 1.385 6.889 -8.553
O -1.229 2.569 -1.823
H -1.925 -3.751 5.935
C 1.496 5.549 0.479
C 3.526 6.422 1.343
H 0.731 7.198 2.620
H 1.753 6.002 -4.987
H 1.626 3.644 -1.637
O -2.067 0.429 -0.689
O 1.998 5.226 -7.555
C 1.130 -2.626 -1.448
H 3.045 2.076 0.137
C 0.951 -2.125 3.076
H 1.808 1.240 -4.032
C 2.933 2.068 -2.413
C -1.714 -6.020 -1.279
O 1.231 -2.345 -2.840
C -2.383 -8.223 -0.855
S 3.258 4.789 -3.012
C 2.673 3.492 -1.875
H 2.068 -3.047 -1.092
H 1.702 4.561 0.899
H 0.424 5.735 0.484
O -2.812 1.010 -3.004
H -0.302 -1.085 6.858
H -0.268 -1.319 -0.421
O 0.840 -3.594 5.942
H 3.693 4.144 -4.102
H -0.519 -1.494 1.688
H 0.186 8.521 -7.735
F 0.211 0.615 0.891
H -0.968 2.058 6.165
H -1.784 -1.581 6.044
H 0.279 5.166 -5.480
H -0.995 8.012 -6.516
C 0.330 -2.171 1.705
H 0.232 -2.410 3.831
H -1.628 -6.242 -2.344
H 1.256 -1.113 3.318
H -0.727 -0.365 5.290
H 4.642 -1.624 -1.349
H -4.932 -0.872 -3.072
O -2.370 -1.063 8.631
C -0.821 -6.749 6.330
H 0.073 -7.270 5.995
N 0.752 6.859 -6.604
C -1.962 1.627 6.303
H 1.870 5.570 -0.542
H -1.068 -7.087 7.337
H -5.792 -2.981 -0.713
H -1.352 -3.826 7.602
H -0.423 0.229 -3.827
H -7.505 -2.679 -1.073
H -2.543 2.288 6.941
C 0.582 -4.785 5.954
H -2.964 0.878 8.545
H 0.027 -7.097 -0.807
H 0.878 2.189 -2.956
O 4.069 -0.191 -4.281
P -1.628 1.034 -1.957
C 0.805 -1.459 -0.512
H 3.611 2.192 -3.242
H -0.718 -3.403 -0.606
C 0.063 -3.710 -1.293
O 1.314 -1.801 0.728
H 1.402 -5.013 -0.171
H -6.074 -2.231 -3.149
H -0.777 -0.996 -2.670
C 0.644 -5.072 -0.946
H -2.536 -5.016 7.020
H 2.712 -0.004 2.305
C 0.734 6.148 -5.338
H 0.489 8.854 -6.022
H 4.807 0.313 -3.924
N 4.146 -0.841 -1.750
N -6.224 -1.060 -1.430
C -1.123 -0.736 6.232
C -6.592 -2.239 -0.668
C 1.724 -1.088 -3.199
H 1.994 2.130 1.508
C -0.386 0.009 -2.763
O -2.536 -9.042 0.056
H 0.168 6.711 -4.600
H 3.229 3.658 -0.961
C 1.178 0.977 -0.002
O -2.688 -6.906 -0.711
C -0.396 -6.129 -0.552
H -0.427 -3.793 -2.259
N 2.189 6.548 1.261
H 0.782 1.824 -0.554
H -6.764 -1.972 0.371
H 4.010 7.204 1.947
H 2.135 8.263 2.451
C -1.665 -4.427 6.748
H 1.151 -5.438 -1.836
C 1.645 1.427 -2.977
H -6.360 0.146 0.212
C 1.113 0.097 -2.404
H 4.136 0.890 1.843
O 4.149 5.522 0.810
H 1.827 -2.757 3.138
C -6.131 0.151 -0.865
C -5.951 -1.193 -2.852
H 1.323 -5.546 5.658
O -5.832 1.175 -1.458
```

Values from the calculation:
Gap between HOMO and LUMO ... 0.31928 hartree
Net charge ... +1
M ... 905.0 u
2S+1 ... 1

Atomic partial charges in e from the Mulliken method, atoms 1 to 2:
1. H 1.24
2. H 0.37